# 1
Molecular formula: C44H44BI2N13O4Sr
Method: DFT, the ωB97M-V functional and the def2-TZVPD basis

Cartesian coordinates (Å):
Sr: 0.171 0.407 -0.298
C: -3.128 -0.817 -1.745
C: -2.557 0.477 -2.230
C: -3.256 1.659 -2.522
C: -2.295 2.531 -2.969
N: -1.109 1.893 -2.970
N: -1.260 0.623 -2.494
B: 0.192 2.455 -3.583
N: 1.092 1.105 -4.044
C: 0.813 0.493 -5.195
C: 1.321 -0.799 -5.221
C: 1.947 -0.982 -4.006
C: 2.698 -2.136 -3.444
N: 1.816 0.186 -3.338
N: 0.873 3.374 -2.590
C: 1.210 4.682 -2.658
C: 1.688 5.070 -1.430
C: 1.621 3.909 -0.641
C: 2.056 3.703 0.777
N: 1.131 2.896 -1.338
N: -0.125 3.130 -4.895
C: -1.158 2.882 -5.748
C: -0.964 3.626 -6.878
C: 0.237 4.333 -6.638
C: 0.916 5.331 -7.515
N: 0.730 4.029 -5.453
H: -4.215 -0.773 -1.783
H: -2.797 -1.645 -2.372
H: -2.826 -1.056 -0.724
H: -4.313 1.839 -2.426
H: -2.371 3.547 -3.318
H: 0.223 1.001 -5.937
H: 1.248 -1.508 -6.025
H: 2.583 -2.988 -4.111
H: 3.762 -1.911 -3.357
H: 2.299 -2.387 -2.462
H: 1.093 5.226 -3.575
H: 2.040 6.046 -1.147
H: 2.124 4.651 1.310
H: 1.339 3.076 1.314
H: 3.036 3.223 0.825
H: -1.942 2.188 -5.492
H: -1.590 3.662 -7.753
H: 0.786 5.079 -8.567
H: 0.509 6.332 -7.365
H: 1.982 5.364 -7.295
I: 5.210 0.378 1.169
C: 3.743 0.751 2.536
C: 4.059 1.189 3.808
C: 3.078 1.452 4.758
I: 3.693 2.075 6.603
C: 1.676 1.295 4.446
C: 0.632 1.561 5.345
C: -0.663 1.384 4.928
C: -0.903 0.955 3.620
N: 0.053 0.693 2.749
C: 1.319 0.856 3.165
C: 2.362 0.552 2.154
O: 2.021 0.164 1.035
H: 5.098 1.328 4.077
H: 0.848 1.900 6.349
H: -1.492 1.574 5.595
H: -1.920 0.814 3.271
C: -4.977 2.794 1.471
N: -3.581 2.911 1.084
C: -2.869 4.069 0.883
C: -1.632 3.683 0.469
N: -1.567 2.310 0.406
C: -2.755 1.892 0.782
H: -5.309 3.747 1.873
H: -5.083 2.032 2.241
H: -5.593 2.534 0.612
H: -3.305 5.038 1.047
H: -0.800 4.309 0.189
H: -3.075 0.862 0.842
O: 3.103 1.402 -1.992
N: 2.559 0.382 -2.050
C: 1.524 -5.954 5.964
C: 0.369 -5.153 5.428
C: -0.679 -4.806 6.270
C: -1.735 -4.035 5.804
C: -1.765 -3.652 4.477
C: -0.731 -4.010 3.613
N: -0.814 -3.563 2.277
C: -0.595 -4.330 1.155
C: -0.657 -5.730 1.227
C: -0.437 -6.506 0.109
C: -0.146 -5.926 -1.125
C: -0.080 -4.551 -1.204
C: -0.310 -3.739 -0.092
C: -0.205 -2.272 -0.258
O: 0.540 -1.792 -1.160
O: -0.845 -1.509 0.546
C: 0.369 -4.731 4.090
C: 1.573 -4.995 3.228
H: 1.307 -6.321 6.966
H: 2.436 -5.356 6.021
H: 1.749 -6.813 5.331
H: -0.664 -5.138 7.300
H: -2.547 -3.763 6.464
H: -2.605 -3.095 4.079
H: -1.071 -2.603 2.107
H: -0.895 -6.195 2.174
H: -0.504 -7.583 0.199
H: 0.023 -6.540 -1.998
H: 0.148 -4.061 -2.142
H: 1.587 -4.345 2.355
H: 1.613 -6.024 2.864
H: 2.489 -4.820 3.794

Output
**Gap between HOMO and LUMO (spin up / spin down)**: 5.62 / 3.99 eV
**Charge**: +1
**Spin multiplicity**: 2
**Highest occupied orbital energy (spin up / spin down)**: -9.0962 / -9.0962 eV

***

# 2
Molecular formula: C44H44F2O5
Method: DFT, the ωB97M-V functional and the def2-TZVPD basis

Cartesian coordinates (Å):
O: 1.172 -1.645 -2.467
C: 0.385 -2.267 -3.135
C: -0.856 -1.593 -3.670
C: -1.926 -2.551 -4.179
C: -2.306 -3.636 -3.197
C: -2.960 -4.765 -3.936
O: -2.528 -5.277 -4.934
F: -4.083 -5.218 -3.378
O: -3.052 -1.843 -4.718
C: -3.940 -1.366 -3.832
O: -3.682 -0.970 -2.734
C: -5.366 -1.376 -4.354
C: -6.158 -2.381 -3.585
O: -6.500 -3.466 -3.980
F: -6.502 -1.963 -2.374
H: 0.552 -3.334 -3.344
H: -0.534 -1.022 -4.534
H: -1.226 -0.894 -2.938
H: -1.490 -3.053 -5.028
H: -2.918 -3.301 -2.371
H: -1.424 -4.081 -2.762
H: -5.767 -0.406 -4.106
H: -5.419 -1.592 -5.405
C: 1.847 -0.011 0.059
C: 2.548 0.023 1.256
C: 1.922 0.454 2.418
C: 0.593 0.855 2.382
C: -0.107 0.828 1.183
C: 0.520 0.393 0.023
H: 2.332 -0.350 -0.843
H: 3.585 -0.284 1.283
H: 2.469 0.478 3.351
H: 0.104 1.190 3.287
H: -1.141 1.145 1.153
H: -0.024 0.371 -0.912
C: 4.224 3.117 -2.789
C: 3.268 2.591 -1.932
C: 3.142 3.087 -0.642
C: 3.977 4.109 -0.210
C: 4.939 4.630 -1.064
C: 5.062 4.135 -2.355
H: 4.318 2.732 -3.797
H: 2.618 1.793 -2.268
H: 2.395 2.679 0.025
H: 3.877 4.498 0.796
H: 5.594 5.423 -0.724
H: 5.811 4.542 -3.022
C: -8.143 -7.614 -1.504
C: -7.137 -6.894 -2.134
C: -5.924 -7.504 -2.422
C: -5.716 -8.833 -2.077
C: -6.720 -9.550 -1.441
C: -7.934 -8.942 -1.154
H: -9.092 -7.140 -1.285
H: -7.297 -5.857 -2.402
H: -5.145 -6.944 -2.915
H: -4.771 -9.309 -2.304
H: -6.556 -10.585 -1.168
H: -8.717 -9.502 -0.661
C: -12.719 -8.370 2.421
C: -11.713 -7.650 1.791
C: -10.500 -8.260 1.501
C: -10.293 -9.589 1.845
C: -11.296 -10.306 2.481
C: -12.510 -9.697 2.768
H: -13.666 -7.895 2.643
H: -11.874 -6.613 1.526
H: -9.717 -7.700 1.008
H: -9.348 -10.065 1.618
H: -11.132 -11.340 2.754
H: -13.293 -10.257 3.263
C: 9.080 7.560 2.073
C: 8.936 6.379 1.358
C: 7.708 5.732 1.326
C: 6.626 6.265 2.014
C: 6.772 7.442 2.735
C: 7.999 8.090 2.763
H: 10.036 8.068 2.095
H: 9.780 5.963 0.825
H: 7.595 4.813 0.766
H: 5.667 5.762 1.988
H: 5.930 7.854 3.275
H: 8.115 9.008 3.324
C: 11.425 10.657 3.805
C: 12.130 10.687 4.999
C: 11.506 11.115 6.163
C: 10.178 11.516 6.131
C: 9.475 11.492 4.935
C: 10.098 11.061 3.772
H: 11.910 10.318 2.898
H: 13.166 10.377 5.024
H: 12.055 11.136 7.095
H: 9.691 11.847 7.039
H: 8.440 11.809 4.909
H: 9.549 11.041 2.839

Output
**Gap between HOMO and LUMO**: 9.30 eV
**SMILES string**: O=CC[C@@H](CC(=O)F)OC(=O)CC(=O)F.c1ccccc1.c1ccccc1.c1ccccc1.c1ccccc1.c1ccccc1.c1ccccc1
**Highest occupied orbital energy**: -9.1013 eV